[1]
73
Properties=species:S:1:pos:R:3 method="wB97M-V/def2-TZVPD" homo_ev=-9.61 e_lumo_ev=0.38 smiles="NC(N)=O.NC(N)=O.NC(N)=O.NC(N)=O.NC(N)=O.CC(C)O.CC(C)O.O.O.O" relative_energy_kj_mol=0.0 gap_ev=10.0
N 0.851 -3.882 -0.234
C 1.305 -2.629 0.036
N 0.971 -2.249 1.358
O 1.879 -1.922 -0.809
H 0.264 -4.480 0.382
H 1.011 -4.253 -1.187
H 1.430 -1.441 1.811
H 0.858 -3.041 1.986
N -1.862 0.171 1.659
C -2.007 1.007 2.756
N -1.277 0.645 3.851
O -2.701 2.006 2.790
H -2.458 0.400 0.901
H -1.160 -0.538 1.565
H -1.436 1.266 4.611
H -0.316 0.259 3.722
N 2.418 2.665 2.021
C 1.904 1.489 1.513
N 1.385 1.561 0.234
O 1.826 0.439 2.134
H 2.822 3.353 1.433
H 2.890 2.578 2.908
H 1.431 0.536 -0.024
H 1.923 2.114 -0.406
N -0.678 -0.090 -2.198
C -0.977 1.231 -2.426
N 0.088 1.925 -2.943
O -2.031 1.750 -2.198
H -1.364 -0.796 -1.931
H 0.255 -0.443 -2.323
H 0.913 1.434 -3.284
H 0.148 2.904 -2.780
N -2.220 3.890 -0.295
C -0.943 3.948 0.191
N -0.760 3.942 1.536
O 0.006 4.101 -0.621
H -2.218 3.508 -1.218
H -2.999 3.659 0.308
H -1.373 3.543 2.220
H 0.201 4.044 1.766
C -1.506 -5.079 3.395
C -1.970 -5.190 1.970
C -2.260 -3.900 1.256
O -1.069 -5.987 1.144
H -0.414 -5.152 3.393
H -1.824 -5.876 4.065
H -1.827 -4.121 3.845
H -2.952 -5.772 1.967
H -1.503 -3.125 1.215
H -3.079 -3.356 1.782
H -2.618 -4.032 0.246
H -1.637 -6.322 0.420
C 4.199 0.965 -4.251
C 4.176 -0.003 -3.110
C 5.031 0.514 -1.909
O 2.765 -0.020 -2.659
H 3.518 0.604 -5.050
H 5.177 1.127 -4.765
H 3.897 1.963 -3.873
H 4.541 -0.998 -3.346
H 4.676 1.532 -1.812
H 6.099 0.568 -2.247
H 4.866 -0.024 -1.038
H 2.734 -0.721 -2.019
O -6.419 -1.025 -0.694
H -6.018 -0.298 -1.194
H -6.564 -0.605 0.156
O 2.629 4.712 -0.107
H 1.677 4.597 -0.242
H 2.813 5.651 -0.197
O -5.337 1.379 -1.502
H -5.388 1.704 -2.420
H -4.413 1.689 -1.240

[2]
112
Properties=species:S:1:pos:R:3 method="wB97M-V/def2-TZVPD" homo_ev=-11.05 e_lumo_ev=0.25 smiles="CCOC(=O)C(F)(F)F.CCOC(=O)C(F)(F)F.CCOC(=O)C(F)(F)F.CCOC(=O)C(F)(F)F.CCOC(=O)C(F)(F)F.CCOC(=O)C(F)(F)F.CCOC(=O)C(F)(F)F.CCOC(=O)C(F)(F)F" relative_energy_kj_mol=450.6 gap_ev=11.3
C -2.486 -3.220 10.507
C -3.972 -3.515 10.191
O -4.722 -3.433 11.380
C -4.970 -2.268 11.964
O -4.887 -1.126 11.522
C -5.594 -2.487 13.389
F -5.441 -3.769 13.790
F -5.050 -1.610 14.208
F -6.893 -2.156 13.427
H -2.166 -3.569 11.489
H -2.235 -2.171 10.347
H -1.907 -3.848 9.829
H -4.097 -4.554 9.887
H -4.339 -2.852 9.407
C -8.729 9.221 28.255
C -7.700 9.306 27.095
O -7.096 8.057 26.892
C -7.574 7.187 25.972
O -8.489 7.383 25.154
C -6.697 5.880 25.997
F -7.480 4.835 26.186
F -6.021 5.793 24.906
F -5.929 5.925 27.057
H -9.425 8.420 28.005
H -9.321 10.137 28.276
H -8.337 9.117 29.267
H -6.911 10.035 27.278
H -8.151 9.658 26.167
C -7.778 2.491 7.402
C -8.708 1.435 8.055
O -8.659 0.279 7.387
C -9.505 0.053 6.281
O -10.247 0.901 5.779
C -9.265 -1.341 5.678
F -8.747 -2.134 6.605
F -10.477 -1.889 5.413
F -8.500 -1.171 4.588
H -7.976 3.477 7.821
H -8.013 2.716 6.362
H -6.748 2.162 7.543
H -9.715 1.821 8.214
H -8.232 1.100 8.977
C -17.781 5.892 14.227
C -16.947 4.730 13.695
O -16.013 5.368 12.768
C -14.764 5.754 13.109
O -14.218 5.513 14.207
C -14.100 6.552 11.941
F -13.482 7.530 12.471
F -13.237 5.769 11.320
F -15.024 7.083 11.130
H -18.569 5.459 14.843
H -18.100 6.646 13.508
H -17.125 6.437 14.907
H -17.607 4.036 13.174
H -16.466 4.192 14.512
C -3.916 10.673 23.616
C -3.849 11.133 22.186
O -5.069 11.044 21.491
C -6.025 11.957 21.716
O -5.980 12.877 22.544
C -7.296 11.747 20.905
F -8.007 10.748 21.496
F -7.929 12.875 20.790
F -6.944 11.324 19.672
H -2.958 10.602 24.130
H -4.216 9.626 23.644
H -4.568 11.322 24.201
H -3.124 10.578 21.591
H -3.530 12.175 22.216
C -13.418 -0.171 16.519
C -12.725 -1.364 15.826
O -12.482 -1.116 14.442
C -13.442 -1.304 13.506
O -14.630 -1.606 13.763
C -12.990 -0.832 12.107
F -13.288 -1.753 11.269
F -13.585 0.278 11.805
F -11.646 -0.604 12.135
H -13.476 -0.244 17.605
H -14.459 -0.223 16.198
H -13.115 0.814 16.166
H -13.308 -2.285 15.821
H -11.818 -1.585 16.389
C -2.498 7.141 13.519
C -3.078 8.530 13.365
O -2.803 9.050 12.034
C -3.391 8.407 10.924
O -4.220 7.498 11.031
C -2.969 8.976 9.563
F -3.013 7.940 8.728
F -3.827 9.920 9.230
F -1.787 9.522 9.632
H -1.526 7.162 13.026
H -3.052 6.297 13.108
H -2.343 6.847 14.557
H -2.813 9.328 14.059
H -4.153 8.394 13.485
C -8.533 3.541 14.995
C -7.142 3.814 15.725
O -7.566 4.264 16.982
C -6.722 5.083 17.713
O -5.676 5.486 17.267
C -7.311 5.504 19.084
F -6.532 6.473 19.552
F -8.567 5.897 19.071
F -7.334 4.521 19.930
H -8.252 3.076 14.051
H -9.084 4.466 14.823
H -9.133 2.841 15.576
H -6.556 4.496 15.108
H -6.615 2.860 15.705

[3]
190
Properties=species:S:1:pos:R:3 method="wB97M-V/def2-TZVPD" homo_ev=-3.62 total_charge=-2 e_lumo_ev=2.92 gap_ev=6.5
Zn 0.002 -3.397 0.074
Zn 3.047 1.812 2.004
C 0.288 0.513 1.217
C 0.882 1.530 0.387
C 0.595 1.588 -1.055
O 0.704 2.650 -1.630
C -0.045 0.380 -1.556
C -0.038 -0.853 -0.915
C 0.073 -0.730 0.625
O -0.225 -1.836 1.218
O -0.236 -1.943 -1.468
O 1.598 2.466 0.863
H 0.316 0.638 2.368
H -0.136 0.351 -2.654
C 1.650 -5.796 2.827
C 2.888 -5.421 3.540
C 4.013 -4.974 2.604
O 5.212 -5.260 2.918
C 3.649 -4.238 1.438
C 2.320 -4.238 1.029
C 1.284 -5.114 1.648
O 0.095 -5.063 1.137
O 1.957 -3.446 0.043
O 3.023 -5.506 4.768
H 0.771 -6.197 3.347
H 4.443 -3.501 1.016
S 5.003 0.249 1.543
O 3.520 0.102 1.224
O 5.342 -0.540 2.734
O 5.822 0.084 0.381
O 4.962 1.732 1.756
C 0.369 6.166 3.251
C -0.053 4.727 3.695
C -1.625 4.859 3.843
O -1.939 6.255 3.711
C -0.753 7.037 3.853
H 0.282 6.314 2.181
H 1.378 6.499 3.533
H 0.376 4.408 4.649
H 0.330 4.037 2.932
H -1.919 4.488 4.838
H -2.189 4.297 3.131
H -0.585 7.295 4.894
H -0.889 7.941 3.254
C -4.736 0.886 4.076
C -4.489 1.038 2.601
C -2.949 0.955 2.516
O -2.470 1.265 3.810
C -3.531 1.655 4.656
H -4.604 -0.179 4.348
H -5.728 1.175 4.413
H -4.910 1.990 2.307
H -4.968 0.260 1.958
H -2.505 1.660 1.810
H -2.666 -0.058 2.225
H -3.687 2.764 4.642
H -3.238 1.344 5.638
C -0.229 7.138 -3.182
C -0.562 5.796 -2.500
C -0.448 6.116 -0.994
O -0.328 7.539 -0.852
C 0.353 7.986 -1.997
H -1.156 7.595 -3.548
H 0.462 7.019 -4.002
H 0.126 4.997 -2.768
H -1.540 5.438 -2.818
H 0.427 5.618 -0.593
H -1.277 5.776 -0.354
H 1.440 7.743 -1.926
H 0.180 9.055 -2.158
C 1.080 -1.585 5.638
C 1.572 -2.083 4.265
C 2.630 -1.153 3.732
S 2.424 0.374 4.691
O 2.214 1.623 3.899
O 3.423 0.406 5.724
C 0.882 -0.041 5.431
H 1.868 -1.814 6.344
H 0.183 -2.079 5.904
H 0.725 -2.186 3.573
H 1.927 -3.133 4.310
H 2.651 -0.943 2.665
H 3.617 -1.454 4.054
H 0.110 0.183 4.676
H 0.862 0.590 6.318
C 3.066 -0.611 -4.295
C 2.830 -1.420 -3.031
C 3.675 -0.772 -1.968
S 4.046 0.869 -2.503
O 5.384 0.952 -3.016
O 3.574 1.849 -1.585
C 2.934 0.848 -3.879
H 2.351 -0.885 -5.111
H 4.076 -0.719 -4.720
H 3.128 -2.446 -3.152
H 1.766 -1.441 -2.753
H 4.611 -1.300 -1.779
H 3.209 -0.697 -0.964
H 3.163 1.679 -4.567
H 1.926 0.990 -3.437
C -2.431 -5.085 4.133
C -1.548 -3.829 4.144
C -2.396 -2.519 4.159
S -4.016 -3.058 3.688
O -4.529 -2.318 2.542
O -4.813 -3.066 4.866
C -3.591 -4.691 3.267
H -2.789 -5.372 5.079
H -1.970 -5.990 3.688
H -0.900 -3.893 3.253
H -0.878 -3.912 4.992
H -2.003 -1.840 3.447
H -2.506 -2.023 5.157
H -3.262 -4.560 2.262
H -4.496 -5.286 3.330
C 2.737 -6.533 -3.237
C 2.463 -5.107 -2.612
C 0.933 -4.980 -2.432
S 0.300 -5.815 -3.833
O 0.775 -5.041 -5.018
O -1.064 -6.171 -3.761
C 1.382 -7.195 -3.606
H 3.313 -7.215 -2.583
H 3.354 -6.426 -4.139
H 2.905 -4.299 -3.244
H 2.845 -5.087 -1.611
H 0.634 -3.957 -2.501
H 0.557 -5.559 -1.615
H 1.440 -7.838 -4.469
H 0.997 -7.729 -2.736
C 4.125 5.169 -1.329
C 5.614 4.962 -0.960
C 5.605 4.192 0.389
S 4.379 5.030 1.314
O 4.810 6.318 1.773
O 3.621 4.248 2.283
C 3.261 5.332 -0.057
H 3.779 4.282 -1.872
H 4.068 5.974 -2.074
H 6.165 5.903 -0.945
H 6.107 4.312 -1.668
H 6.556 4.207 0.891
H 5.331 3.130 0.251
H 2.855 6.286 0.188
H 2.502 4.569 -0.129
C -0.085 -2.167 -5.294
C -0.188 -0.842 -5.957
C -1.491 -0.809 -6.758
S -2.619 -1.712 -5.671
O -3.241 -2.819 -6.358
O -3.370 -0.773 -4.925
C -1.402 -2.399 -4.573
H 0.723 -2.246 -4.583
H 0.081 -2.932 -6.063
H 0.652 -0.560 -6.624
H -0.166 -0.082 -5.123
H -1.493 -1.486 -7.601
H -2.050 0.082 -7.067
H -1.637 -3.446 -4.424
H -1.473 -1.833 -3.634
C -3.443 4.002 -1.483
C -2.700 3.185 -2.563
C -3.018 1.690 -2.428
S -4.030 1.492 -1.025
O -3.647 0.344 -0.311
O -5.418 1.555 -1.494
C -3.579 3.004 -0.300
H -4.466 4.239 -1.792
H -2.929 4.910 -1.179
H -1.638 3.336 -2.399
H -2.938 3.514 -3.556
H -2.165 1.054 -2.323
H -3.588 1.279 -3.259
H -2.597 2.811 0.154
H -4.343 3.225 0.453
C -4.553 -3.254 -2.771
C -3.995 -2.098 -1.937
C -4.062 -2.491 -0.477
S -3.745 -4.215 -0.485
O -4.745 -4.981 0.203
O -2.353 -4.378 -0.233
C -3.894 -4.515 -2.246
H -4.341 -3.134 -3.832
H -5.630 -3.306 -2.679
H -4.580 -1.197 -2.051
H -2.922 -1.862 -2.099
H -4.997 -2.239 0.017
H -3.285 -2.050 0.103
H -4.452 -5.420 -2.451
H -2.843 -4.531 -2.537

[4]
40
Properties=species:S:1:pos:R:3 method="wB97M-V/def2-TZVPD" homo_ev=-7.72 e_lumo_ev=-0.49 relative_energy_kj_mol=980.5 gap_ev=7.2
C -26.474 0.415 11.180
O -26.301 0.022 12.387
N -26.029 1.583 10.712
N -27.212 -0.245 10.324
H -25.261 1.807 11.328
H -25.841 1.658 9.722
H -27.653 -1.032 10.778
H -27.177 0.076 9.367
C -23.260 3.694 14.978
O -23.658 4.711 14.500
N -23.983 2.610 15.234
N -22.014 3.346 15.329
H -24.981 2.697 15.103
H -23.616 1.817 15.740
H -21.370 4.078 15.064
H -21.793 2.420 15.665
C -27.649 3.682 12.737
O -26.891 4.554 13.202
N -27.620 3.297 11.484
N -28.601 3.225 13.415
H -28.249 2.523 11.322
H -26.910 3.645 10.856
H -28.648 3.542 14.372
H -29.323 2.559 13.180
C -26.065 1.577 14.774
O -26.100 2.288 15.780
N -26.964 1.499 13.875
N -25.024 0.888 14.446
H -26.874 0.953 13.030
H -27.536 2.319 14.020
H -25.010 0.507 13.510
H -24.413 0.664 15.218
C -24.157 1.905 18.772
O -24.153 0.730 19.216
N -24.786 2.266 17.651
N -23.349 2.889 19.151
H -25.479 1.630 17.284
H -24.217 2.966 17.197
H -23.398 3.838 18.811
H -22.774 2.802 19.977

[5]
10
Properties=species:S:1:pos:R:3 method="wB97M-V/def2-TZVPD" homo_ev=-0.83 total_charge=-2 e_lumo_ev=5.82 relative_energy_kj_mol=7.9 gap_ev=6.6
C 1.116 1.451 0.141
C 0.239 -1.029 1.020
N 0.616 -0.052 0.214
O 0.433 1.943 -0.738
O -0.944 -1.557 0.334
O 1.923 1.847 0.953
O 0.726 -1.494 2.039
O -0.410 -0.956 -2.129
P -0.879 -0.420 -0.831
S -2.820 0.267 -1.004

[6]
20
Properties=species:S:1:pos:R:3 method="wB97M-V/def2-TZVPD" homo_ev=-13.12 total_charge=+1 e_lumo_ev=-3.19 smiles="C=C(N)C[C@@H](C)[NH3+]" relative_energy_kj_mol=315.2 gap_ev=9.9
C -0.102 -1.277 1.942
C -0.751 -0.402 1.041
N -1.871 -0.825 0.308
C -0.255 0.935 0.661
C 0.585 0.943 -0.614
C 1.993 0.251 -0.729
N -0.383 0.335 -1.611
H 0.713 -0.852 2.748
H -0.631 -2.188 2.146
H -2.756 -0.590 0.866
H -1.817 -1.797 0.308
H -1.286 1.418 0.348
H 0.446 1.423 1.389
H 0.815 1.896 -1.004
H 1.956 -0.893 -0.773
H 2.351 0.452 -1.645
H 2.635 0.569 0.163
H 0.156 -0.104 -2.370
H -0.812 1.088 -2.158
H -0.984 -0.383 -1.015